No. 1
{
  "formula": "C24H25N3O7S",
  "method": "the ωB97M-V functional and the def2-TZVPD basis",
  "elements": ["C", "C", "C", "C", "C", "O", "C", "O", "C", "C", "C", "C", "C", "C", "N", "O", "O", "C", "C", "N", "C", "C", "C", "C", "C", "S", "O", "O", "N", "C", "C", "O", "C", "C", "C", "H", "H", "H", "H", "H", "H", "H", "H", "H", "H", "H", "H", "H", "H", "H", "H", "H", "H", "H", "H", "H", "H", "H", "H", "H"],
  "coordinates": [[-1.6362, 3.3794, -0.8937], [-1.6516, 2.2333, 0.0532], [-2.7168, 1.6022, 0.6126], [-2.2149, 0.5254, 1.4062], [-2.9604, -0.3948, 2.2267], [-2.4649, -1.2544, 2.9345], [-4.4899, -0.2306, 2.2152], [-5.0550, -0.0222, 0.9398], [-4.9858, -0.9863, 0.0127], [-4.4408, -2.2555, 0.2239], [-4.4703, -3.2127, -0.7707], [-5.0488, -2.9462, -2.0042], [-5.5834, -1.6985, -2.2390], [-5.5450, -0.7169, -1.2531], [-6.0742, 0.5757, -1.5812], [-5.6961, 1.5411, -0.9518], [-6.8612, 0.6333, -2.5058], [-0.8274, 0.5440, 1.2798], [0.1740, -0.3376, 1.9267], [-0.4986, 1.5829, 0.4661], [0.8093, 1.9386, 0.0987], [1.2738, 3.2367, 0.3046], [2.5656, 3.5829, -0.0498], [3.4170, 2.6339, -0.5959], [2.9496, 1.3492, -0.7876], [4.0162, 0.0621, -1.4307], [3.3036, -0.6864, -2.4217], [5.2797, 0.6470, -1.7830], [4.1104, -0.8904, -0.0486], [5.0913, -0.4335, 0.9174], [6.4904, -0.9557, 0.5734], [6.4856, -2.3597, 0.4335], [5.5953, -2.7670, -0.5825], [4.1657, -2.3250, -0.2638], [1.6601, 0.9894, -0.4585], [-2.6003, 3.4339, -1.3924], [-0.8538, 3.2590, -1.6412], [-1.4747, 4.3260, -0.3773], [-3.7439, 1.8656, 0.4631], [-4.7405, 0.6730, 2.7795], [-4.9403, -1.0966, 2.7164], [-3.9843, -2.4952, 1.1700], [-4.0370, -4.1823, -0.5778], [-5.0725, -3.7020, -2.7724], [-6.0321, -1.4468, -3.1879], [1.1206, 0.1799, 2.0721], [0.3559, -1.2263, 1.3213], [-0.2187, -0.6742, 2.8835], [0.6208, 3.9678, 0.7551], [2.9127, 4.5920, 0.1099], [4.4298, 2.8701, -0.8807], [5.0810, 0.6568, 0.9149], [4.7843, -0.8002, 1.9025], [7.1956, -0.7325, 1.3757], [6.8251, -0.4825, -0.3600], [5.6677, -3.8545, -0.6329], [5.8962, -2.3294, -1.5465], [3.4983, -2.5534, -1.0937], [3.8122, -2.8142, 0.6494], [1.3318, -0.0178, -0.6543]],
  "smiles": "Cc1cc(C(=O)COc2ccccc2[N+](=O)[O-])c(C)n1-c1cccc(S(=O)(=O)N2CCOCC2)c1",
  "multiplicity": 1,
  "e_above_lowest_kcal_mol": 132.3,
  "e_lumo_ev": -0.27,
  "orbital_gap_ev": 8.13
}


No. 2
{
  "formula": "C24H25N7O3Pd",
  "method": "the ωB97M-V functional and the def2-TZVPD basis",
  "elements": ["Pd", "O", "C", "N", "C", "C", "C", "C", "C", "C", "N", "C", "O", "C", "C", "C", "C", "C", "N", "C", "C", "C", "C", "C", "N", "H", "H", "H", "H", "H", "H", "H", "H", "H", "H", "H", "H", "O", "C", "C", "N", "C", "C", "N", "N", "C", "C", "H", "H", "H", "H", "H", "H", "H", "H", "H", "H", "H", "H", "H"],
  "coordinates": [[1.0508, -0.4522, 0.3627], [2.4847, 2.5180, -2.2841], [2.3066, 1.7723, -1.3684], [1.8770, 0.4391, -1.4837], [1.7544, -0.2403, -2.6466], [2.3004, 0.1680, -3.8930], [2.1293, -0.6210, -4.9854], [1.4057, -1.8459, -4.9025], [0.8604, -2.2706, -3.7294], [1.0235, -1.4855, -2.5580], [0.5537, -1.7918, -1.3231], [-0.3025, -2.8649, -1.0360], [-0.7965, -3.5898, -1.8484], [-0.5752, -3.0582, 0.4186], [-1.2533, -4.1762, 0.8501], [-1.4513, -4.3453, 2.2124], [-0.9595, -3.3880, 3.0882], [-0.2968, -2.2912, 2.5751], [-0.1215, -2.1324, 1.2576], [2.5745, 2.1881, 0.0393], [3.1242, 3.4159, 0.3216], [3.4220, 3.7145, 1.6439], [3.1673, 2.7678, 2.6257], [2.6009, 1.5628, 2.2608], [2.3061, 1.2967, 0.9860], [2.8464, 1.0900, -3.9568], [2.5541, -0.3130, -5.9320], [1.2941, -2.4592, -5.7872], [0.3160, -3.1904, -3.6781], [-1.5999, -4.8894, 0.1120], [-1.9741, -5.2162, 2.5866], [-1.0812, -3.4817, 4.1595], [0.1013, -1.5278, 3.2291], [3.3179, 4.1003, -0.4941], [3.8583, 4.6716, 1.9037], [3.4066, 2.9492, 3.6643], [2.3832, 0.7964, 2.9947], [3.6597, -2.0578, 0.1081], [2.8472, -1.6006, 0.7145], [-2.9473, 0.6566, 2.5163], [-1.8636, 1.2478, 1.7125], [-0.6325, 1.5134, 2.4184], [-1.8144, 1.0502, 0.3626], [-0.6847, 0.7086, -0.2246], [-2.9481, 1.2395, -0.3348], [-3.0620, 0.7336, -1.7016], [-3.9395, 2.2622, 0.0340], [-2.6018, -0.2571, 3.0109], [-3.7924, 0.3985, 1.8897], [-3.2796, 1.3605, 3.2775], [-0.8649, 1.7483, 3.4547], [-0.1014, 2.3504, 1.9764], [0.0449, 0.6551, 2.4377], [-0.7215, 0.7939, -1.2254], [-2.5676, -0.2318, -1.7955], [-2.6459, 1.4324, -2.4342], [-4.1148, 0.5929, -1.9331], [-3.6654, 2.7455, 0.9634], [-4.9297, 1.8172, 0.1359], [-3.9819, 3.0212, -0.7485]],
  "multiplicity": 5,
  "charge": 2,
  "e_above_lowest_kcal_mol": 4.6,
  "e_lumo_ev": [-6.11, -9.47],
  "orbital_gap_ev": [7.86, 5.04]
}


No. 3
{
  "formula": "C24H25NO6",
  "method": "the ωB97M-V functional and the def2-TZVPD basis",
  "elements": ["C", "O", "C", "C", "C", "C", "O", "C", "C", "C", "C", "C", "O", "C", "C", "C", "N", "C", "O", "C", "C", "C", "C", "C", "C", "O", "C", "O", "C", "C", "C", "H", "H", "H", "H", "H", "H", "H", "H", "H", "H", "H", "H", "H", "H", "H", "H", "H", "H", "H", "H", "H", "H", "H", "H", "H"],
  "coordinates": [[7.8558, 0.6836, 0.0732], [6.5517, 1.0930, 0.4042], [5.5124, 0.2802, 0.0603], [5.6234, -0.9274, -0.6091], [4.4837, -1.6614, -0.9032], [3.2232, -1.2151, -0.5403], [2.0669, -1.9014, -0.8143], [2.1586, -3.1611, -1.4327], [3.0982, 0.0082, 0.1425], [1.7609, 0.5474, 0.5849], [1.0703, -0.3918, 1.5751], [-0.2426, 0.1708, 2.0737], [-0.6393, -0.0393, 3.2034], [-1.0013, 0.9631, 1.1096], [-0.5111, 1.2635, -0.1098], [0.8210, 0.7967, -0.5992], [-1.2471, 2.0380, -0.9853], [-2.3421, 2.7897, -0.6455], [-2.9297, 3.4361, -1.4841], [-2.6742, 2.7763, 0.8271], [-2.3913, 1.4295, 1.4909], [-3.3785, 0.3369, 1.1295], [-3.5060, -0.7595, 1.9702], [-4.3672, -1.7961, 1.6578], [-5.1226, -1.7521, 0.4989], [-5.9728, -2.7690, 0.1932], [-5.0035, -0.6450, -0.3551], [-5.8018, -0.6931, -1.4788], [-5.7761, 0.4042, -2.3575], [-4.1342, 0.3831, -0.0382], [4.2423, 0.7275, 0.4256], [8.5140, 1.4679, 0.4435], [8.1152, -0.2637, 0.5570], [7.9845, 0.5859, -1.0098], [6.5811, -1.3192, -0.9115], [4.6050, -2.5967, -1.4255], [2.5892, -3.0883, -2.4367], [2.7469, -3.8625, -0.8332], [1.1347, -3.5256, -1.5077], [1.9343, 1.5049, 1.0889], [0.8510, -1.3412, 1.0808], [1.7146, -0.5973, 2.4313], [0.6941, -0.1375, -1.1529], [1.2571, 1.5363, -1.2757], [-0.9297, 2.1160, -1.9435], [-3.7144, 3.0742, 0.9611], [-2.0444, 3.5430, 1.2902], [-2.4148, 1.5503, 2.5785], [-2.9209, -0.8055, 2.8751], [-4.4710, -2.6495, 2.3081], [-6.4152, -2.5423, -0.6361], [-4.7844, 0.5432, -2.7990], [-6.4909, 0.1679, -3.1444], [-6.0799, 1.3279, -1.8564], [-4.0580, 1.2286, -0.6998], [4.1751, 1.6676, 0.9506]],
  "smiles": "COc1ccc(OC)c([C@@H]2CC(=O)C3=C(C2)NC(=O)C[C@H]3c2ccc(O)c(OC)c2)c1",
  "multiplicity": 1,
  "e_above_lowest_kcal_mol": 20.0,
  "e_lumo_ev": 0.52,
  "orbital_gap_ev": 8.42
}


No. 4
{
  "formula": "C24H25NO6",
  "method": "the ωB97M-V functional and the def2-TZVPD basis",
  "elements": ["C", "H", "H", "H", "O", "C", "O", "C", "C", "N", "C", "O", "C", "C", "C", "C", "C", "C", "C", "C", "H", "H", "O", "H", "H", "H", "H", "C", "H", "H", "C", "C", "C", "C", "C", "C", "C", "H", "O", "C", "H", "H", "H", "O", "C", "H", "H", "H", "H", "H", "H", "H", "C", "H", "H", "H"],
  "coordinates": [[3.6083, -0.9743, 5.4284], [4.3283, -1.7272, 5.0041], [3.0322, -1.3156, 6.0895], [4.3065, -0.1232, 5.6799], [3.0749, -0.5534, 4.3671], [2.0425, -1.5509, 3.9488], [1.9754, -2.6549, 4.4938], [1.2947, -1.1305, 2.6791], [1.2020, 0.1446, 2.2587], [0.2945, 0.3503, 1.2461], [-0.3998, -1.0901, 0.8635], [-1.0259, -1.2733, -0.0237], [0.5126, -1.8119, 1.9683], [0.0551, -3.2341, 2.0621], [-0.5482, -4.2583, 1.4079], [-1.5945, -3.9999, 0.4988], [-2.1890, -4.9056, -0.0689], [-2.1702, -6.3011, 0.4261], [-1.3104, -6.5491, 1.2484], [-0.6907, -5.5424, 2.0060], [0.1606, -5.7929, 2.7776], [-1.3938, -7.6640, 1.8826], [-2.9500, -7.4040, -0.2306], [-3.5479, -7.0813, -0.8324], [-2.8088, -4.9947, -1.2512], [-1.6229, -2.9500, -0.1034], [0.8360, -3.5219, 3.0425], [-0.1446, 1.3851, 0.2941], [-0.3344, 2.2997, 1.1896], [-1.0273, 1.2439, -0.0493], [0.9938, 1.6971, -0.7041], [0.5995, 2.6341, -1.6826], [0.7440, 4.0437, -1.6956], [0.3401, 4.9064, -2.5480], [-0.5760, 4.3797, -3.5304], [-1.0905, 2.9444, -3.7186], [-0.2528, 2.1453, -2.7273], [-0.8399, 1.1953, -2.4706], [-1.8286, 2.5552, -4.5721], [-2.2994, 1.1003, -4.5671], [-2.9261, 1.2839, -5.3531], [-2.8867, 0.8426, -3.5238], [-1.2772, 0.5322, -4.6698], [-1.1332, 5.1425, -4.4507], [-0.8902, 6.3430, -4.6656], [-1.4414, 7.0111, -5.5554], [0.1768, 6.8006, -4.7666], [-1.1919, 7.1955, -3.7042], [0.5315, 5.8623, -2.7456], [1.3830, 4.3210, -0.8651], [1.8981, 2.1803, -0.1818], [1.3403, 0.7998, -1.1332], [1.8748, 1.5280, 2.6003], [1.7590, 1.5912, 3.9498], [2.8390, 1.5491, 2.5659], [1.1887, 2.3964, 2.4118]],
  "multiplicity": 1,
  "e_above_lowest_kcal_mol": 489.9,
  "e_lumo_ev": -0.74,
  "orbital_gap_ev": 6.35
}